Entry 1:
# C23H49AsKN5S7Sb

C23H49AsKN5S7Sb as an isolated structure (wB97M-V/def2-TZVPD, the OMol25 dataset).

Each line ends with the Mulliken charge.
Cartesian coordinates (Å):
N: -1.635 -1.103 1.861  0.102
C: -2.254 -0.299 -5.306  0.318
H: 1.730 2.158 1.173  -0.208
S: 1.917 0.590 -2.213  -0.682
H: 4.277 1.527 1.060  0.126
S: 3.438 4.059 -2.434  -0.714
H: 2.339 3.655 1.434  0.585
C: -3.529 -1.366 -7.069  -0.577
C: -2.951 -1.398 -5.808  -0.377
H: -1.350 -1.325 -3.650  0.520
H: -4.781 -0.429 -4.027  0.374
C: 4.649 3.677 0.844  -0.832
H: -2.611 1.759 -7.979  0.398
H: -3.765 2.004 -4.185  0.344
H: 0.972 -4.987 0.015  0.518
C: -4.527 -0.607 -2.982  -1.312
S: 2.339 -4.432 2.413  -0.202
C: 0.468 -4.085 0.370  -1.062
H: 3.464 -3.564 4.288  0.500
S: 0.266 3.433 -0.452  -0.744
H: 0.610 -0.664 7.167  0.404
H: 3.883 -1.241 3.677  0.453
H: -1.570 1.682 -5.735  0.154
C: -2.718 0.870 -7.369  -0.694
N: 2.557 2.646 1.544  0.172
H: -3.377 2.506 2.181  0.461
C: 3.580 -1.938 2.891  -1.136
C: 2.826 -3.096 3.534  -0.082
H: -4.059 2.540 -2.509  0.403
H: -3.034 -2.293 -5.200  0.337
H: -5.329 -0.229 -2.347  0.396
H: -0.843 -0.877 2.451  -0.311
H: -4.063 -2.233 -7.440  0.369
C: -1.660 -0.317 -3.936  -0.798
H: -3.700 -1.058 1.812  0.435
Sb: 1.442 2.893 -2.463  0.852
H: -0.598 -4.237 0.178  0.398
H: 3.437 4.897 -0.231  0.027
H: -4.428 -1.680 -2.814  0.326
H: -0.268 -2.113 6.663  0.401
H: -1.065 2.603 1.251  -0.123
H: -2.430 2.691 -3.223  0.171
H: -0.056 -4.486 2.426  0.520
C: 1.193 0.195 4.615  0.273
H: 3.053 -2.650 -1.665  0.543
H: -3.081 -1.561 3.381  0.360
H: 1.457 -1.957 6.315  0.337
C: 0.516 -1.412 6.382  -1.590
H: -2.369 0.709 3.909  -0.034
C: 3.780 2.432 0.718  0.295
H: 4.404 -1.643 0.207  0.589
H: 2.697 2.399 2.524  0.325
S: 0.894 -2.689 -0.703  0.146
C: 0.169 -0.758 5.044  0.909
As: -2.866 0.322 -2.499  0.186
H: -1.544 -2.064 1.556  0.029
H: -4.054 0.680 3.435  0.379
C: 0.681 -3.900 1.872  0.266
C: 3.331 -1.484 0.082  -0.288
N: 2.002 0.939 4.287  -0.507
C: -2.724 1.641 2.017  -0.254
H: -1.103 2.539 2.877  0.219
K: -0.311 0.457 -0.228  0.506
H: 1.935 -2.741 4.054  -0.312
H: 4.294 5.696 0.931  0.256
N: -1.303 1.995 2.044  -0.203
C: 2.709 -2.682 -0.630  -1.079
H: 0.572 -2.848 2.132  -0.604
H: 0.064 -1.511 4.260  -0.167
H: 3.457 2.304 -0.317  -0.225
H: 3.191 -0.600 -0.550  -0.376
N: 3.782 4.845 0.741  -0.482
C: -3.335 2.083 -3.185  -0.988
C: -3.419 -0.227 -7.854  -0.392
C: -2.907 -0.872 2.541  -0.759
S: 0.083 3.245 -4.269  -0.665
S: 2.654 -0.963 1.675  0.331
H: 3.019 -3.627 -0.189  0.402
H: 5.155 3.693 1.816  0.438
H: -2.962 1.264 1.017  -0.122
H: -3.867 -0.198 -8.840  0.364
C: -3.037 0.560 3.052  -0.349
H: -0.783 -0.227 5.101  0.070
C: -2.139 0.837 -6.109  -0.008
H: 5.413 3.617 0.061  0.328
H: -0.782 0.332 -3.871  0.203
H: 4.487 -2.303 2.407  0.442

Cartesian forces, eV/Å:
N 0.0 0.0 0.0
C 0.0 0.0 0.0
H 0.1 0.2 -0.2
S 0.0 0.0 0.0
H 0.0 0.0 0.0
S 0.0 0.0 -0.1
H 0.0 0.0 0.0
C 0.0 0.0 0.0
C 0.0 0.0 0.0
H 0.0 0.0 0.0
H 0.0 0.0 0.0
C 0.1 0.0 0.0
H 0.0 0.0 0.0
H 0.0 0.0 0.0
H 0.0 0.0 0.0
C 0.0 0.0 0.0
S 0.0 0.0 0.0
C 0.0 0.0 0.0
H 0.0 0.0 0.0
S 0.0 0.1 0.0
H 0.0 0.0 0.0
H 0.0 0.0 0.0
H 0.0 0.0 0.0
C 0.0 0.0 0.0
N 0.0 -0.2 0.2
H 0.0 0.0 0.0
C 0.0 0.0 0.0
C 0.0 0.0 0.0
H 0.0 0.0 0.0
H 0.0 0.0 0.0
H 0.0 0.0 0.0
H 0.0 0.0 -0.1
H 0.0 0.0 0.0
C 0.0 0.0 0.0
H 0.0 0.0 0.0
Sb 0.0 0.0 0.0
H 0.0 0.0 0.0
H 0.0 0.0 0.1
H 0.0 0.0 0.0
H 0.0 0.0 0.0
H 0.0 -0.1 0.1
H 0.0 0.0 0.0
H 0.0 0.0 0.0
C -0.1 0.0 0.0
H 0.0 0.0 0.0
H 0.0 0.0 0.0
H 0.0 0.0 0.0
C 0.0 0.0 0.0
H 0.0 0.0 0.0
C 0.0 0.0 0.0
H 0.0 0.0 0.0
H 0.0 0.0 0.0
S 0.0 0.0 0.0
C 0.0 0.0 0.0
As 0.1 0.0 0.0
H 0.0 0.0 0.0
H 0.0 0.0 0.0
C 0.0 0.0 0.0
C 0.0 0.0 0.0
N 0.1 0.1 0.0
C 0.0 0.0 0.0
H 0.0 0.0 0.0
K -0.2 -0.2 0.0
H 0.0 0.0 0.0
H 0.0 0.0 0.0
N 0.0 0.0 0.1
C 0.0 0.0 0.0
H 0.0 0.0 0.0
H 0.0 0.0 0.0
H 0.0 0.0 0.0
H 0.0 0.0 0.0
N 0.0 0.1 -0.1
C 0.0 0.0 0.0
C 0.0 0.0 0.0
C 0.0 0.0 0.0
S 0.0 0.0 0.0
S 0.0 0.0 0.0
H 0.0 0.0 0.0
H 0.0 0.0 0.0
H 0.0 0.0 0.0
H 0.0 0.0 0.0
C 0.0 0.0 0.0
H 0.0 0.0 0.0
C 0.0 0.0 0.0
H 0.0 0.0 0.0
H 0.0 0.0 0.0
H 0.0 0.0 0.0

net charge = -1
energy above the lowest of the compared OMol25 structures with the same formula, charge and spin = 0.000 eV

Entry 2:
# C23H49BiN2O2P3

C23H49BiN2O2P3 as an isolated structure in a non-equilibrium geometry (wB97M-V/def2-TZVPD, the OMol25 dataset).

Each line ends with the Mulliken charge.
Cartesian coordinates (Å):
C: 0.781 -4.151 -1.982  -0.980
H: -0.626 3.563 4.495  0.275
H: -1.684 -2.908 -0.022  0.301
H: -0.809 4.418 -2.059  0.408
H: 2.772 0.112 -3.234  0.267
H: 1.683 -3.788 -2.481  0.471
C: -1.054 3.425 0.444  -1.047
H: -3.495 1.154 -1.289  0.311
H: 2.691 -4.569 0.392  0.288
O: 1.104 -2.475 -0.365  -0.834
C: 2.165 2.772 -1.946  -1.116
H: 3.236 -0.941 -1.862  0.310
O: 0.309 0.229 2.235  -1.038
H: -3.244 1.590 0.415  0.313
H: 3.160 3.080 -2.298  0.502
P: -1.333 2.284 -0.970  0.740
C: -2.282 -0.382 -3.033  -1.575
H: 0.788 1.382 6.136  0.291
C: 2.301 1.006 3.742  -0.833
H: -0.730 -4.247 0.582  -0.043
C: -0.306 1.067 -4.404  -1.385
H: 3.209 2.461 0.831  0.372
C: -1.879 -4.546 -1.235  -0.489
Bi: 0.473 -0.356 -0.025  2.243
H: -3.669 2.855 -0.772  0.535
H: 0.243 -4.612 2.309  0.333
C: 0.300 -3.335 -0.945  1.173
H: -3.351 0.877 3.221  0.357
H: 4.518 1.861 -0.247  0.551
H: 1.174 -1.671 -3.734  0.287
H: 0.606 -5.768 0.887  0.409
C: 0.082 -1.577 -3.824  -1.392
H: -2.429 -0.639 3.101  0.342
N: -1.346 1.141 3.582  0.279
C: 3.232 0.101 -2.229  -1.147
H: -0.403 -2.467 -3.404  0.304
C: 2.029 -4.209 1.187  -0.556
C: -3.108 1.926 -0.619  -1.434
C: -1.566 3.635 -2.233  -1.280
C: -0.634 2.751 5.234  -0.723
H: 1.502 2.698 -2.814  0.149
H: -1.171 2.904 1.406  0.084
H: 2.478 -3.437 1.825  0.328
H: 3.720 0.747 0.915  0.411
C: 3.562 1.601 0.238  -1.345
C: -1.688 1.736 4.859  -0.578
H: -0.413 0.473 -5.323  0.491
H: -1.482 3.285 -3.267  0.205
H: -2.950 -4.376 -1.168  0.491
C: -1.033 -3.707 -0.355  0.042
H: -2.598 -0.934 -2.141  0.288
H: 0.689 1.530 -4.421  0.304
H: 2.422 -0.077 3.591  0.323
H: -2.667 2.209 4.733  0.419
H: -0.197 -1.501 -4.884  0.630
N: 0.929 1.372 4.063  0.096
H: 2.953 1.311 4.571  0.466
H: -2.567 4.079 -2.097  0.473
H: -0.043 3.854 0.386  0.301
C: -2.408 0.439 2.884  -0.560
H: 1.772 3.559 -1.290  0.372
H: -1.798 4.238 0.378  0.496
H: -1.775 -6.353 -2.430  0.498
H: -2.855 0.548 -3.107  0.498
H: -1.763 0.948 5.633  0.287
H: 2.679 1.502 2.829  -0.014
H: -1.079 1.841 -4.415  0.322
H: 4.270 0.473 -2.299  0.509
P: -0.480 -0.060 -2.960  0.886
C: -0.045 0.884 3.273  0.143
H: -2.496 -0.997 -3.917  0.542
H: -2.328 0.586 1.804  -0.281
H: -0.870 3.172 6.211  0.377
C: 0.073 -5.297 -2.377  -0.206
H: 0.533 -6.036 -3.023  0.529
H: 1.514 2.833 5.381  0.474
C: 0.712 2.096 5.301  -0.616
P: 2.347 1.194 -1.058  0.893
C: 0.901 -4.875 1.467  -0.701
C: -1.257 -5.513 -1.979  -0.818

Cartesian forces, eV/Å:
C 0.0 0.0 -0.3
H 0.0 -0.1 0.2
H 0.4 0.7 0.4
H -0.2 -0.3 -0.1
H 0.2 0.1 0.5
H 0.0 -0.7 0.3
C 0.1 0.1 0.2
H -0.1 0.2 0.2
H -0.3 0.2 0.2
O -0.8 0.0 -1.1
C -0.5 0.3 -0.1
H 0.1 0.4 -0.1
O -0.4 -0.3 -0.7
H 0.0 0.1 -0.3
H -0.1 -0.2 0.2
P -0.8 1.2 1.1
C -0.2 0.0 0.3
H 0.0 0.3 -0.1
C 0.7 -0.1 -0.2
H -0.2 0.0 -0.5
C 0.3 0.6 0.1
H 0.1 -0.3 -0.3
C 0.8 -1.2 0.5
Bi -2.2 1.0 -0.7
H 0.0 -0.3 0.1
H 0.5 -0.2 -0.2
C 0.5 -0.3 0.3
H 0.1 -0.1 -0.2
H -0.3 -0.1 0.2
H -0.3 -0.2 -0.2
H 0.2 0.5 0.3
C 0.2 -0.2 0.0
H 0.1 0.2 0.0
N 0.9 -0.8 -0.9
C 0.1 -0.2 0.0
H 0.2 0.2 -0.1
C 0.3 -1.1 0.8
C 0.0 -0.3 -0.1
C 0.3 -0.1 -0.4
C -0.3 0.5 0.4
H 0.1 -0.1 0.2
H 0.1 0.1 -0.2
H -0.6 -0.2 -0.2
H 0.0 0.3 -0.3
C 0.0 -0.1 0.2
C -0.2 0.0 0.6
H 0.0 0.1 0.4
H -0.1 0.3 0.3
H 0.1 -0.7 0.1
C -0.4 1.0 -1.2
H -0.1 0.1 -0.2
H -0.3 0.0 -0.1
H -0.1 0.3 0.2
H 0.2 -0.1 0.2
H 0.1 -0.2 0.3
N 0.3 -0.8 -1.0
H -0.3 -0.1 -0.2
H 0.5 -0.2 0.0
H -0.3 0.0 0.1
C -0.1 -0.1 -0.1
H 0.1 -0.2 0.0
H 0.4 -0.3 0.2
H -0.2 0.3 0.0
H 0.1 -0.3 0.0
H -0.1 0.3 -0.2
H -0.3 0.0 0.4
H 0.3 -0.2 0.1
H -0.4 -0.2 -0.1
P -0.1 -1.4 -0.9
C 0.0 1.0 1.0
H 0.1 0.2 0.2
H 0.1 -0.1 0.2
H -0.1 0.1 -0.1
C 1.2 1.0 0.8
H 0.1 0.2 -0.2
H -0.1 0.0 0.2
C 0.0 -0.2 0.2
P 1.6 0.4 -0.6
C 0.5 -0.2 0.4
C -1.4 0.4 -0.1

net charge = +3
energy above the lowest of the compared OMol25 structures with the same formula, charge and spin = 0.000 eV

Entry 3:
# C23H49F3N13O23S

A 12-piece molecular cluster, C23H49F3N13O23S overall in a non-equilibrium geometry (wB97M-V/def2-TZVPD, the OMol25 dataset).

Each line ends with the Mulliken charge.
Cartesian coordinates (Å):
O: -2.376 3.020 7.056  -0.600
O: -0.185 -5.992 -5.489  -0.441
H: -3.870 -1.272 -0.177  0.316
H: -1.482 8.307 0.286  0.309
N: 2.363 1.568 8.561  0.847
H: -0.344 6.135 9.957  0.273
C: 0.628 1.985 -0.492  -0.211
H: -1.586 3.108 9.538  0.266
H: -1.156 1.519 8.802  0.278
O: -1.720 0.657 3.267  -0.442
H: 1.154 3.201 -7.584  0.334
N: -2.820 0.509 3.812  0.860
F: 3.104 -0.985 3.846  -0.272
C: -1.903 7.396 -0.146  -0.660
N: -2.408 7.303 -4.142  0.834
O: -1.615 7.972 -4.815  -0.475
H: -2.393 -4.991 -5.428  0.066
H: -3.703 -5.723 -4.441  0.289
C: 1.285 -7.701 -6.078  -0.738
H: 0.113 2.761 9.070  0.186
N: -0.315 5.043 11.763  0.833
H: 3.901 0.150 8.672  0.306
H: -2.974 5.881 -5.572  0.221
C: 2.279 -1.758 0.280  -0.630
O: 1.731 -11.435 -4.269  -0.504
H: -0.088 2.681 0.133  0.435
H: -0.609 -2.808 -3.617  0.321
C: -3.069 1.301 5.046  -0.763
O: -5.532 -4.373 -5.716  -0.540
H: 4.504 -1.559 0.855  0.312
C: 1.328 3.935 -6.794  -0.628
N: 0.631 -11.583 -3.724  0.830
H: 0.463 -9.735 -2.754  0.171
H: 4.442 -1.424 -1.887  0.173
H: 0.323 -3.181 -5.601  0.279
O: -3.727 -0.236 3.425  -0.568
O: 0.176 6.358 -0.212  -0.539
C: 1.971 -0.361 -0.587  0.112
H: -3.550 -0.459 1.392  0.301
O: -0.357 5.099 12.998  -0.494
H: -1.341 6.806 11.292  0.299
F: 4.636 -2.708 3.151  -0.260
O: 0.994 6.197 -7.242  -0.489
C: 0.267 -2.193 -3.143  -0.455
O: 3.188 -3.633 -2.883  -0.555
O: -0.280 3.672 6.875  -0.534
N: -4.315 -4.158 -5.691  0.873
H: 0.456 6.945 11.346  0.283
H: -2.312 1.016 5.780  0.261
C: 3.344 0.672 7.891  -0.776
H: 2.765 1.737 -3.854  0.364
N: 0.446 5.103 -7.064  0.848
O: 0.009 -7.719 -4.136  -0.548
H: -0.037 -1.047 -3.002  0.152
C: 3.659 -1.126 -2.723  -0.571
O: -3.767 -3.063 -5.869  -0.518
H: -4.061 7.312 -5.428  0.292
H: 0.885 -8.664 -6.401  0.300
H: -1.954 7.459 -1.235  0.317
C: 1.263 -3.469 -4.925  -0.834
C: -3.432 -5.325 -5.421  -0.467
H: 2.368 4.269 -6.801  0.300
C: -3.122 -1.066 0.592  -0.828
S: 0.784 4.167 -2.607  -0.230
H: 2.659 -2.640 -0.418  0.266
N: 1.512 -2.226 -4.053  0.060
F: 2.199 -3.062 2.941  -0.240
N: 0.288 -7.086 -5.160  0.795
H: 4.294 -0.709 -3.627  0.428
C: 0.382 -10.791 -2.489  -0.554
N: 1.009 0.623 0.110  0.173
H: 1.138 -11.076 -1.756  0.286
H: 2.215 -7.824 -5.520  0.292
C: 2.642 -0.016 -2.050  0.263
N: -1.220 3.139 7.477  0.989
H: 1.058 3.537 -5.815  0.139
O: -0.771 4.887 -7.089  -0.504
H: -4.090 6.028 -4.173  0.317
H: 1.263 -2.089 0.765  0.450
C: 2.772 -2.408 -3.232  0.245
O: 1.528 1.029 9.296  -0.499
C: 1.268 2.435 -1.960  -0.095
H: 4.014 1.278 7.278  0.309
O: 2.455 2.779 8.333  -0.476
C: -3.468 6.572 -4.887  -0.686
H: -2.700 -1.990 0.992  0.303
H: -2.889 7.189 0.276  0.277
C: 3.303 -2.080 2.831  0.800
H: 0.605 0.358 1.053  0.338
H: -3.607 -6.059 -6.211  0.301
H: 3.417 -0.174 1.541  0.309
C: 2.303 1.433 -2.809  -0.378
O: -1.769 0.820 0.396  -0.495
N: -2.015 -0.307 -0.050  0.874
O: -0.277 -12.328 -4.111  -0.497
O: -0.214 4.012 11.087  -0.537
H: -0.620 -11.019 -2.119  0.295
O: -1.425 -0.863 -0.983  -0.483
H: -2.987 2.358 4.782  0.336
H: 1.438 5.029 -1.672  0.242
H: 1.433 -7.038 -6.934  0.332
H: 1.023 -4.340 -4.180  0.385
N: -0.988 6.274 0.196  0.910
O: -1.458 5.343 0.861  -0.515
O: -2.397 7.187 -2.911  -0.586
H: -4.070 1.073 5.417  0.304
H: 0.577 -2.567 -2.056  0.068
C: -0.392 6.334 11.029  -0.712
H: 2.781 -0.028 7.270  0.297
C: 3.445 -1.355 1.367  -0.745
C: -0.938 2.588 8.830  -0.525
H: 2.217 -3.726 -5.594  0.274

Cartesian forces, eV/Å:
O 1.4 0.4 0.3
O 0.4 -1.6 0.7
H 0.3 -0.1 0.0
H 0.0 -0.2 -0.1
N -0.4 0.8 0.3
H 0.0 -0.1 0.3
C 2.8 -2.3 -2.3
H 0.0 -0.2 -0.3
H -0.1 0.2 0.0
O -1.5 -0.5 0.6
H -0.1 0.1 0.2
N 0.1 -0.3 -0.5
F 0.4 -3.9 -2.9
C -0.2 0.2 0.2
N 1.0 0.8 -0.4
O -1.3 -1.2 1.5
H -0.3 0.0 0.0
H -0.1 0.0 -0.2
C 0.2 0.1 -0.3
H -0.5 0.0 -0.2
N 0.1 -0.8 0.9
H -0.2 0.0 -0.1
H 0.0 0.3 0.0
C -0.1 0.9 -0.6
O -1.5 -0.2 0.6
H 1.6 -1.6 -1.4
H 1.8 1.2 1.1
C -0.3 0.0 0.1
O 1.8 0.5 0.0
H -2.3 0.1 1.6
C 0.3 -0.1 0.0
N -0.1 -0.7 -0.9
H 0.1 -0.2 0.0
H -1.8 0.2 -1.9
H 2.2 -0.9 1.5
O 1.4 0.9 0.4
O -1.4 -0.4 0.7
C -0.5 2.1 -1.6
H 0.3 -0.2 -0.4
O 0.1 -0.3 -2.0
H 0.2 0.0 0.1
F -4.8 1.7 -0.6
O -1.1 -1.7 0.3
C 0.2 1.9 1.4
O -2.1 7.1 -2.1
O -1.7 -0.7 0.5
N -0.8 0.7 -0.2
H -0.2 -0.1 0.1
H -0.1 0.2 -0.3
C 0.3 0.0 -0.2
H -1.1 -0.7 2.5
N -0.4 1.3 -0.2
O 0.2 1.2 -1.4
H 0.4 -2.7 -0.4
C -0.7 0.4 0.6
O -0.9 -1.3 0.2
H 0.2 -0.1 0.0
H 0.1 0.1 0.2
H 0.3 0.1 0.7
C 0.3 -0.1 -0.2
C 0.4 0.0 0.0
H -0.3 0.0 0.0
C -0.4 0.2 0.1
S 1.2 -1.4 1.5
H -0.9 2.1 1.3
N 1.1 -1.5 1.0
F 3.9 3.3 -0.1
N -0.6 0.2 0.5
H -1.7 -0.6 1.8
C -0.2 0.1 0.3
N 2.1 1.5 -4.2
H 0.0 0.1 -0.2
H -0.2 -0.1 0.0
C -1.9 2.5 1.2
N 0.3 0.4 -0.6
H -0.1 0.0 -0.2
O 1.6 0.4 0.1
H 0.2 0.2 -0.1
H 2.1 0.7 -0.8
C 1.0 -5.4 1.5
O 1.2 0.8 -0.9
C 1.0 -2.8 1.9
H -0.2 -0.1 0.2
O -0.3 -1.7 0.6
C -0.3 -0.2 0.1
H -0.1 0.1 -0.2
H 0.3 -0.1 0.0
C 1.2 0.4 0.9
H 0.5 0.5 -1.6
H -0.1 0.1 0.2
H 0.0 -2.8 -0.1
C -2.2 -1.3 5.0
O -0.2 -1.4 -0.9
N 0.2 0.3 -0.3
O 1.5 1.1 0.4
O -0.1 1.4 1.3
H 0.3 0.0 -0.2
O -0.5 1.0 1.2
H 0.2 -0.3 0.1
H -0.7 -1.4 -0.9
H -0.1 -0.1 0.3
H 0.4 1.4 -1.8
N 0.1 -0.5 0.3
O 1.1 0.9 -1.0
O 0.0 0.1 -1.9
H 0.3 0.0 -0.2
H -1.0 0.4 -2.3
C 0.0 0.1 -0.3
H 0.1 0.0 0.2
C 0.1 0.7 -0.4
C 0.2 0.0 0.1
H -2.2 0.6 1.5

net charge = +1

The records above give, respectively, Kohn-Sham gap values of 5.00 6.45 7.25 eV.
The records above give, respectively, HOMO level values of -3.645 -16.672 -11.887 eV.